(1)
DFT (the ωB97M-V functional and the def2-TZVPD basis) results for 2 unconnected molecules or ions with the total composition C4H11NO.

```
17
Properties=species:S:1:pos:R:3:forces:R:3
C -2.845 -0.257 -0.404 0.8 0.2 -0.5
C -1.414 -0.628 0.010 -1.1 -0.5 -0.2
N -0.630 0.572 0.303 0.8 -0.9 0.2
C 0.770 0.191 0.512 0.2 1.0 1.1
C 1.708 1.377 0.637 0.2 0.1 0.4
O 2.461 -1.302 -1.151 -1.0 0.7 0.7
H -3.231 0.490 0.291 -0.1 0.0 -0.1
H -3.512 -1.117 -0.405 0.1 0.0 0.0
H -2.781 0.167 -1.407 -0.4 0.2 0.1
H -0.867 -1.153 -0.774 -0.3 0.0 -0.3
H -1.568 -1.390 0.791 0.8 0.4 0.5
H -0.885 0.891 1.235 -0.4 0.4 -0.2
H 1.192 -0.375 -0.354 0.4 -1.0 -1.0
H 0.823 -0.448 1.400 0.5 -0.4 -0.3
H 2.745 1.037 0.671 0.0 -0.1 -0.3
H 1.567 2.076 -0.184 0.0 0.0 0.0
H 1.597 1.912 1.584 -0.4 0.0 0.0
```
Forces are in eV/Å.

Charge: 0

Mulliken atomic charge list, values in e, 6 entries: C -1.128; C -0.378; N -0.468; C 0.197; C -1.229; O -0.278

---

(2)
DFT (the ωB97M-V functional and the def2-TZVPD basis) results for 2 unconnected molecules or ions with the total composition C4H11NO.

```
17
Properties=species:S:1:pos:R:3:forces:R:3
C -1.999 -0.217 0.484 -0.1 -0.7 -0.3
C -1.614 -1.697 0.341 -0.4 -0.3 -0.3
H -2.456 0.021 -0.471 -0.2 0.7 0.1
H -2.712 -0.101 1.300 -0.3 -0.1 -0.2
H -1.224 0.501 0.691 0.4 -0.1 -0.2
H -1.425 -2.175 1.319 0.0 -0.1 -0.7
H -0.881 -1.975 -0.423 0.9 0.7 0.6
H -2.430 -2.173 -0.216 -0.6 -0.2 1.0
C 1.325 0.841 0.727 1.1 -1.2 0.1
C 1.211 1.087 -0.784 -0.5 0.8 2.1
O 0.236 1.653 -1.229 0.1 -0.2 -0.7
N 2.285 0.709 -1.505 0.7 -0.1 -1.3
H 1.365 -0.252 0.922 -0.2 0.5 -0.1
H 0.560 1.265 1.363 -0.4 0.2 -0.5
H 2.335 0.987 -2.475 -0.4 0.0 0.1
H 3.147 0.317 -1.167 -0.3 0.0 0.6
H 2.277 1.208 1.122 0.1 0.1 -0.2
```
Forces are in eV/Å.

SMILES: CC(N)=O.CC
Charge: 0

Mulliken atomic charge list, values in e, 6 entries: C -0.619; C -0.935; H 0.231; H 0.311; H 0.063; H 0.269

---

Record-wise HOMO values, in Eh: -0.356, -0.360
Record-wise ΔE to the lowest compared entry with this formula, charge and spin values, in kcal per mole: 173.4, 12.3
Record-wise largest force on an atom values, in eV/A: 1.5, 2.3